No. 1
The following is a quantum chemistry calculation of a structure of composition C9H12BrO9Pd in a non-equilibrium geometry, from the Open Molecules 2025 dataset.

```
32
Properties=species:S:1:pos:R:3:mulliken_spin:R:1
Pd 34.65424 30.90529 43.23273 1.059
Br 33.45231 28.57603 43.19259 0.890
C 32.67284 26.77074 46.44057 0.011
C 33.76546 27.55514 47.23490 -0.004
O 33.80412 26.73948 48.44031 0.000
C 33.07598 25.59419 48.24959 0.000
O 33.16955 24.64392 49.02505 0.003
O 32.65161 25.50839 46.96999 0.003
H 32.89005 26.67361 45.37685 0.000
H 31.66879 27.19436 46.46287 -0.002
H 33.52084 28.61111 47.34974 0.000
H 34.70979 27.43336 46.70433 -0.001
C 31.26347 29.79924 38.85514 0.007
C 31.48697 28.95436 40.09049 0.012
O 31.20384 27.59462 39.69435 0.007
C 31.43251 27.48707 38.43058 -0.002
O 31.58047 26.44646 37.85233 0.000
O 31.45914 28.78483 37.89037 0.004
H 32.02064 30.55220 38.63638 0.000
H 30.27999 30.26249 38.77605 0.001
H 30.81786 29.38927 40.83294 -0.001
H 32.51865 29.07655 40.42035 0.007
C 29.70877 27.50276 43.97873 0.007
C 29.62357 28.57933 45.06110 0.001
O 29.26901 29.63045 44.24136 0.000
C 28.55119 29.23143 43.16234 -0.001
O 27.91016 29.99097 42.43907 0.000
O 28.71248 27.92335 43.02856 0.002
H 29.47905 26.54297 44.44147 0.000
H 30.70315 27.52877 43.53304 -0.003
H 30.57745 28.81465 45.53314 -0.001
H 28.81198 28.52093 45.78638 0.000
```

Values from the calculation:
- Multiplicity: 3
- Maximum force: 0.1023 Eh/bohr
- Charge: +1
- HOMO-LUMO gap (spin up / spin down): 6.30 / 2.99 eV
- Lowest unoccupied orbital energy (spin up / spin down): -7.18 / -10.47 eV

No. 2
The following is a quantum chemistry calculation of a cluster of 2 separate species, C9H12ClN in total in a non-equilibrium geometry, from the Open Molecules 2025 dataset.

```
23
Properties=species:S:1:pos:R:3:lowdin_charge:R:1
C 2.65465 -1.59576 -0.09259 -0.096
C 1.55312 -2.42411 -0.19080 -0.095
C 2.49259 -0.24131 0.14620 -0.056
C 0.28321 -1.88096 -0.04671 -0.118
C 1.22774 0.33262 0.27848 -0.283
C 0.17059 -0.53974 0.19184 0.006
C 1.06734 1.80506 0.48233 -0.052
C -2.11822 0.81848 -1.30088 -0.121
C -1.98293 0.14794 0.02724 -0.784
N -2.12424 0.98056 1.12955 0.006
Cl -2.89420 -1.39194 0.10880 0.610
H 3.64760 -2.00536 -0.21538 0.100
H 1.67033 -3.47809 -0.39475 0.099
H 3.36294 0.39806 0.21309 0.107
H -0.58833 -2.51202 -0.13403 0.055
H 0.37010 1.99697 1.29519 0.068
H 2.02746 2.26891 0.70235 0.074
H 0.66029 2.26469 -0.41743 0.072
H -3.09191 1.31349 -1.37585 0.083
H -1.34229 1.57316 -1.40660 0.068
H -2.02930 0.09963 -2.11244 0.077
H -2.94566 1.57843 1.09945 0.092
H -2.07087 0.49128 2.01292 0.087
```

Values from the calculation:
- Multiplicity: 1
- Maximum force: 0.0785 Eh/bohr
- Charge: 0
- HOMO-LUMO gap: 9.31 eV
- Lowest unoccupied orbital energy: 0.83 eV

No. 3
The following is a quantum chemistry calculation of the ion C9H12ClN2O2 with charge +1 in a non-equilibrium geometry, from the Open Molecules 2025 dataset.

```
26
Properties=species:S:1:pos:R:3:lowdin_charge:R:1
C 1.32594 -1.36614 -1.21527 0.021
C 0.69344 -1.80762 0.03412 -0.243
C 1.06313 -3.09647 0.64414 0.020
N -0.15148 -1.02686 0.66197 0.176
C -0.73012 0.19636 0.29574 -0.173
C -0.15134 1.36448 -0.12273 -0.196
C 1.23993 1.77210 -0.26383 -0.102
C 2.30402 1.46657 0.48825 -0.571
Cl 3.82626 2.18258 0.23995 0.705
O -0.91255 2.42912 -0.44083 0.011
C -2.33012 2.42816 -0.38963 -0.030
C -2.99183 1.17867 0.14939 -0.440
O -4.17618 1.06140 0.29117 0.135
N -2.12810 0.16134 0.45960 0.164
H 1.68112 -2.21126 -1.79882 0.110
H 2.18963 -0.73288 -0.98643 0.105
H 0.64544 -0.75204 -1.80425 0.111
H 2.14546 -3.22726 0.63427 0.116
H 0.65465 -3.91859 0.05179 0.121
H 0.70276 -3.19022 1.66554 0.099
H -0.60073 -1.42970 1.48698 0.183
H 1.33929 2.57749 -0.98113 0.127
H 2.27296 0.73847 1.28640 0.077
H -2.70717 2.61965 -1.40251 0.154
H -2.63916 3.27592 0.23673 0.156
H -2.56526 -0.69327 0.77938 0.165
```

Values from the calculation:
- Structure (SMILES): CC(C)=[NH+]C1=C(/C=C/Cl)OCC(=O)N1
- Multiplicity: 1
- Maximum force: 0.0354 Eh/bohr
- Charge: +1
- HOMO-LUMO gap (spin up / spin down): 7.45 / 7.45 eV
- Lowest unoccupied orbital energy (spin up / spin down): -4.53 / -4.53 eV

No. 4
The following is a quantum chemistry calculation of the molecule C9H12ClNSi in a non-equilibrium geometry, from the Open Molecules 2025 dataset.

```
24
Properties=species:S:1:pos:R:3:lowdin_charge:R:1
Cl -0.69707 -3.00026 -0.55681 0.292
Si -0.31617 -1.06430 0.08375 0.504
C 1.50605 -0.58156 0.00081 -0.312
C 2.32864 -0.79005 1.11863 -0.114
C 3.71166 -0.46617 1.09143 -0.088
C 4.27681 -0.07426 -0.12480 -0.093
C 3.49244 -0.00649 -1.29980 -0.081
C 2.14055 -0.24882 -1.20819 -0.112
C -1.68162 -0.88968 1.58968 -0.319
C -2.89690 -0.25799 1.02583 -0.291
C -2.49131 0.81124 -0.07996 -0.384
N -1.63744 0.32974 -1.04788 -0.077
H 1.97492 -0.92868 2.13850 0.099
H 4.36096 -0.43182 2.06434 0.137
H 5.32946 0.25113 -0.18510 0.107
H 4.09178 0.25298 -2.15770 0.102
H 1.59335 -0.25736 -2.15220 0.110
H -1.45884 -0.28320 2.47734 0.060
H -1.89348 -1.92487 2.05717 0.085
H -3.45154 0.23181 1.85290 0.113
H -3.40335 -1.06270 0.47292 0.101
H -3.41451 1.18896 -0.47097 0.100
H -1.94354 1.59787 0.47094 0.107
H -2.08702 -0.24075 -1.61172 -0.046
```

Values from the calculation:
- Structure (SMILES): Cl[Si@]1(c2ccccc2)CCCN1
- Multiplicity: 1
- Maximum force: 0.1345 Eh/bohr
- Charge: 0
- HOMO-LUMO gap: 9.01 eV
- Lowest unoccupied orbital energy: 0.54 eV